DFT (ωB97M-V/def2-TZVPD) results for a single CH4N2OP4 molecule in a non-equilibrium geometry.

Element x y z (Å)
P 1.307 0.462 1.871
N -1.146 0.984 0.144
N 0.672 -0.059 -1.439
H 2.344 -0.348 1.419
O 0.436 2.570 -3.443
H 0.986 -2.375 -0.769
P -0.130 -1.655 -1.240
P 1.966 0.398 -2.505
C 1.065 1.638 -3.155
H -1.961 0.612 -0.331
H -1.362 1.330 1.070
P 0.185 -0.018 0.192

Calculated values
molecular weight	183.95	Da
relative energy (zero: lowest compared OMol25 entry of this formula, charge and spin)	0.0	kJ/mol
max |F|	2.553	eV/A
Kohn-Sham gap	0.265	hartree
DFT total energy	-1590.60051	Ha
2S+1	1

DFT (ωB97M-V/def2-TZVPD) results for a single C3H5NO molecule in a non-equilibrium geometry.

Element x y z (Å)
C 0.571 1.576 -0.843
C -0.804 -1.039 0.018
H 0.182 1.271 -1.789
H -0.262 -1.312 0.834
C -1.266 0.402 0.222
N -0.206 1.375 0.151
H -0.048 -1.121 -0.809
O -2.353 0.686 0.731
H -1.606 -1.715 -0.209
H 1.474 2.225 -0.744

Calculated values
molecular weight	71.08	Da
relative energy (zero: lowest compared OMol25 entry of this formula, charge and spin)	120.4	kJ/mol
max |F|	3.788	eV/A
Kohn-Sham gap	0.370	hartree
DFT total energy	-247.26138	Ha
2S+1	1

Question: 2S+1 of number 1 (CH4N2OP4)?
Answer: 1

Question: molecular weight of number 2 (C3H5NO)?
Answer: 71.08 Da

Question: Which formula does entry 2 have?
Answer: C3H5NO

Question: Which value of molecular weight does entry 1 give?
Answer: 183.95 Da